Below is a molecular structure, C23H24AuBrN12O2, with properties calculated with the ωB97M-V functional and the def2-TZVPD basis.

LUMO level in eV: -0.2
ΔE to the lowest compared entry with this formula, charge and spin in kJ/mol: 0.00

```
! wB97M-V def2-TZVPD RIJCOSX def2/J DEFGRID3
* xyz 0 1
Au -0.282 -1.827 0.331
N -1.420 -4.435 -1.546
C -2.324 -3.498 -1.141
N -3.607 -3.521 -1.434
N -4.109 -2.401 -0.872
N -3.205 -1.732 -0.271
N -2.031 -2.411 -0.417
C -0.081 -4.406 -1.251
N 0.725 -5.424 -1.463
N 1.920 -5.009 -0.997
N 1.849 -3.825 -0.524
N 0.570 -3.379 -0.701
H -1.761 -5.234 -2.052
Br 0.461 4.834 -0.967
C 1.345 3.548 -2.076
C 2.451 3.912 -2.818
C 3.045 2.939 -3.619
C 2.543 1.646 -3.667
C 1.437 1.298 -2.899
C 0.845 2.263 -2.110
C 0.879 -0.130 -2.885
O 1.391 -0.909 -3.692
O -0.011 -0.392 -2.019
H 2.838 4.920 -2.784
H 3.908 3.206 -4.216
H 2.986 0.887 -4.298
H -0.010 1.944 -1.544
C -2.654 3.144 0.823
N -1.693 2.260 0.121
C -2.404 1.271 -0.750
C -0.692 1.592 1.045
C -1.329 0.612 1.980
C -1.931 1.095 3.147
C -2.546 0.245 4.046
C -2.553 -1.118 3.788
C -1.928 -1.611 2.655
C -1.290 -0.760 1.749
H -3.254 3.653 0.073
H -2.105 3.871 1.418
H -3.294 2.536 1.454
H -1.129 2.873 -0.476
H -3.026 0.639 -0.123
H -1.664 0.656 -1.272
H -3.011 1.828 -1.462
H -0.199 2.402 1.584
H 0.035 1.102 0.398
H -1.902 2.158 3.358
H -3.011 0.640 4.939
H -3.035 -1.803 4.474
H -1.933 -2.680 2.481
N 2.639 -1.074 -0.955
C 2.596 -0.816 0.341
C 3.697 -0.141 0.943
C 3.714 0.101 2.278
C 2.636 -0.335 3.071
C 1.589 -0.937 2.449
N 1.520 -1.144 1.102
H 3.431 -0.777 -1.496
H 1.934 -1.608 -1.441
H 4.513 0.159 0.300
H 4.557 0.611 2.726
H 2.626 -0.214 4.143
H 0.746 -1.294 3.019
*
```